1) Formula: C4H12O2
Source: the OMol25 dataset
Level of theory: wB97M-V/def2-TZVPD

Last column: Löwdin charge in e.
Atoms and positions in Å:
C  0.8862  1.3847  -0.2062  -0.107
C  0.2898  0.5159  0.9331  -0.250
C  -0.6081  -0.5796  0.4008  -0.233
C  -1.2337  -1.4028  1.4856  -0.282
O  -2.0672  -2.4242  0.9174  -0.067
H  0.5671  2.4242  -0.1001  0.068
H  0.4892  1.0834  -1.1757  0.049
H  1.9789  1.4011  -0.2851  0.070
H  1.0961  0.1820  1.5859  0.108
H  -0.3068  1.1954  1.5248  0.098
H  -1.3465  -0.2019  -0.2965  0.118
H  -0.0459  -1.3034  -0.1957  0.123
H  -1.8312  -0.7552  2.1366  0.120
H  -0.4027  -1.8183  2.0712  0.120
H  -2.9418  -2.3068  1.3018  0.079
O  1.7582  0.5986  -3.6307  -0.061
H  1.9283  0.4519  -2.6967  0.005
H  1.7901  1.5554  -3.7705  0.041

## Properties
E_LUMO, eV: 0.93
E_HOMO, eV: -10.346
HOMO-LUMO gap, eV: 11.28

---

2) Formula: C4H12O2
Source: the OMol25 dataset
Level of theory: wB97M-V/def2-TZVPD

Last column: Löwdin charge in e.
Atoms and positions in Å:
C  -0.8214  -1.0534  -0.2869  0.009
C  -0.0249  0.0066  0.0142  -0.394
C  1.3163  -0.1393  0.7966  -0.090
C  -0.3843  1.3105  -0.7494  -0.068
H  -1.7557  -0.8661  -0.7942  0.066
H  -0.4891  -2.0248  -0.0115  0.047
H  1.4759  -1.1811  1.1467  0.066
H  1.4986  0.7139  1.6088  0.110
H  2.2884  0.0554  0.1935  0.089
H  0.4713  1.6561  -1.2979  0.073
H  -0.5049  2.0401  -0.0290  0.023
H  -1.2885  1.2869  -1.3315  0.076
O  1.3346  -2.2296  -2.1794  -0.022
H  0.5658  -1.9004  -2.5365  -0.012
H  1.7107  -2.0537  -1.3249  0.017
O  -1.9465  1.6022  1.8983  -0.103
H  -2.0652  1.9553  2.8605  0.094
H  -1.3810  0.8214  2.0224  0.016

## Properties
E_LUMO, eV: 0.63
E_HOMO, eV: -9.344
HOMO-LUMO gap, eV: 9.98

---

Among the structures above, stability is greatest for 1).